[1]
Below is a molecular structure, C2H4N6O3, with properties calculated with ωB97M-V/def2-TZVPD.

Output
**Relative energy (zero: lowest compared OMol25 entry of this formula, charge and spin)**: 4.006 eV
**F_max**: 3.66 eV/A
**HOMO level**: -8.4 eV

Last column: natural (NBO) charge in e.
Geometry (Å):
C: -0.5537 -1.4158 -0.6782  -0.034
C: -1.6996 -1.7984 -1.3205  0.717
N: 0.3325 -0.5033 -0.2301  -0.228
N: -0.5856 1.5943 0.2078  -0.291
N: 0.3608 0.6662 0.2633  0.295
N: 0.0662 -2.6232 -1.1990  -0.773
N: 1.6167 1.0227 0.7259  -0.632
N: -0.5141 2.7243 0.9955  0.605
O: -2.6962 -2.3414 -1.5725  -0.434
O: -1.2481 3.6141 0.6041  -0.345
O: 0.1730 2.7388 2.0178  -0.460
H: 0.9346 -2.4865 -1.8832  0.398
H: 0.1073 -3.3487 -0.5130  0.384
H: 1.5807 1.8417 1.4331  0.419
H: 2.1256 0.3152 1.1492  0.381

---

[2]
Below is 2 unconnected molecules or ions with the total composition C2H4NO2, with properties calculated with ωB97M-V/def2-TZVPD.

Output
**Relative energy (zero: lowest compared OMol25 entry of this formula, charge and spin)**: 1.641 eV
**Total charge**: -1
**F_max**: 1.20 eV/A
**HOMO level**: -3.7 eV

Last column: natural (NBO) charge in e.
Geometry (Å):
O: -1.4891 0.7613 0.3651  -0.782
C: -1.6586 -0.4124 -0.0185  0.452
N: -0.8286 -1.2669 -0.5859  -0.948
C: 1.4767 0.3089 0.1620  0.307
O: 2.6164 0.7055 0.0470  -0.600
H: -2.7015 -0.8247 0.1183  0.000
H: -1.3722 -2.0731 -0.8702  0.306
H: 1.1743 -0.4631 0.8823  0.108
H: 0.6607 0.6849 -0.4577  0.156

---

[3]
Below is a molecular structure, C2H4NO2, with properties calculated with ωB97M-V/def2-TZVPD.

Output
**Relative energy (zero: lowest compared OMol25 entry of this formula, charge and spin)**: 5.678 eV
**Total charge**: -1
**F_max**: 4.25 eV/A
**HOMO level**: -2.9 eV

Last column: natural (NBO) charge in e.
Geometry (Å):
O: -1.2081 1.7449 -1.2098  -0.561
C: -1.5154 0.9180 -0.2037  0.676
O: -2.5746 0.7114 0.3817  -0.646
C: -0.1427 0.6613 -0.2675  -0.248
N: 1.3496 -1.3046 0.5497  -1.370
H: 0.3503 -0.3063 0.0439  0.316
H: 0.7075 -2.0582 0.4446  0.301
H: 2.2552 -1.7148 0.5625  0.317
H: 0.7782 1.3482 -0.3014  0.214

---

[4]
Below is C2H4NO2P in the gas phase, with properties calculated with ωB97M-V/def2-TZVPD.

Output
**Structure (SMILES)**: C1Cp2on2O1
**Relative energy (zero: lowest compared OMol25 entry of this formula, charge and spin)**: 5.768 eV
**F_max**: 3.91 eV/A
**HOMO level**: -9.3 eV

Last column: natural (NBO) charge in e.
Geometry (Å):
C: -0.7723 -0.0674 0.1563  -0.128
C: 0.5298 -0.0299 -0.6716  -0.766
N: -1.8319 -1.0134 -1.7081  -0.093
O: -2.0128 -0.1016 -0.6394  -0.374
O: -1.2648 -2.2399 -1.3200  -0.521
P: -0.1295 -0.8245 -2.2681  0.969
H: -0.6397 -0.9072 0.8489  0.206
H: -1.0409 0.8427 0.6502  0.216
H: 1.1123 0.9182 -1.0993  0.245
H: 1.2510 -0.6929 -0.3175  0.246

---

[5]
Below is a molecular structure, C2H4NO2P, with properties calculated with ωB97M-V/def2-TZVPD.

Output
**Relative energy (zero: lowest compared OMol25 entry of this formula, charge and spin)**: 4.456 eV
**Spin multiplicity**: 3
**F_max**: 5.95 eV/A
**HOMO level (alpha / beta)**: -4.1 / -10.7 eV
**⟨S²⟩**: 2.01

Last column: Mulliken spin population.
Geometry (Å):
C: -0.6972 0.5323 0.5954  0.603
C: 0.7197 -0.0946 0.6240  0.725
N: -0.4725 -0.9034 0.6847  0.624
O: 0.8823 1.8605 -1.4800  -0.014
O: -0.2572 -0.5186 -2.1436  0.181
P: 0.2954 0.6943 -0.8649  0.246
H: -1.2173 1.1324 1.3237  -0.147
H: 1.5046 0.0348 1.2888  -0.095
H: -0.7687 -1.3277 1.6299  -0.081
H: 0.0108 -1.4098 -1.6580  -0.043

---

[6]
Below is 2 unconnected molecules or ions with the total composition C2H4NO2S2, with properties calculated with ωB97M-V/def2-TZVPD.

Output
**Relative energy (zero: lowest compared OMol25 entry of this formula, charge and spin)**: 3.004 eV
**Total charge**: -1
**F_max**: 2.74 eV/A
**HOMO level (alpha / beta)**: -3.3 / -2.5 eV

Last column: natural (NBO) charge in e.
Geometry (Å):
C: -1.8255 0.1190 0.0235  0.659
C: -0.7532 -0.7032 -0.4744  -0.360
N: 1.7945 0.0202 0.5247  -0.861
O: -2.4438 0.9443 -0.6369  -0.574
O: -2.0931 -0.1170 1.3823  -0.741
S: 2.9971 -0.9358 -0.0126  -0.179
S: 1.5634 1.5372 -0.2496  0.084
H: -0.2704 -0.9132 -1.5147  0.219
H: -0.3425 -1.4369 0.1853  0.185
H: -1.3034 -0.2599 1.9379  0.497
H: 2.6769 1.7454 -1.1656  0.072

---

[7]
Below is a gas-phase ion, C2H4NO3 (charge +1), with properties calculated with ωB97M-V/def2-TZVPD.

Output
**Relative energy (zero: lowest compared OMol25 entry of this formula, charge and spin)**: 3.883 eV
**Total charge**: +1
**F_max**: 5.23 eV/A
**HOMO level (alpha / beta)**: -15.8 / -16.1 eV

Last column: natural (NBO) charge in e.
Geometry (Å):
C: 0.1443 0.7818 0.0035  -0.405
C: 0.8119 -0.7618 0.0854  -0.104
N: -1.1836 0.7643 0.1394  0.432
O: -2.1174 1.4647 0.1751  0.034
O: -0.2391 -1.6510 0.3069  -0.073
O: -1.2817 -1.2873 -0.3683  -0.080
H: 0.6151 1.5619 0.6476  0.333
H: 0.3692 1.1196 -1.0570  0.334
H: 1.3826 -0.9534 -0.9377  0.257
H: 1.4987 -1.0387 1.0051  0.272

---

[8]
Below is C2H4NO3P in the gas phase, with properties calculated with ωB97M-V/def2-TZVPD.

Output
**Structure (SMILES)**: O=C1CN[P@@H](=O)O1
**Relative energy (zero: lowest compared OMol25 entry of this formula, charge and spin)**: 1.384 eV
**F_max**: 4.53 eV/A
**HOMO level**: -10.6 eV

Last column: natural (NBO) charge in e.
Geometry (Å):
C: -0.5152 -1.3541 0.0611  0.853
C: -1.0748 -0.0164 0.3448  -0.354
N: -0.0683 1.0251 0.3525  -1.010
O: -0.7952 -2.4123 -0.3000  -0.409
O: 2.5762 1.1160 0.0096  -1.057
O: 1.2172 -1.0625 0.0662  -0.937
P: 1.3365 0.4573 -0.2980  2.150
H: -1.8137 0.2556 -0.5898  0.248
H: -1.6087 -0.1907 1.2509  0.256
H: -0.1392 1.9660 0.7671  0.446
H: 0.8851 0.2161 -1.6644  -0.186

---

[9]
Below is a molecular structure, C2H4NO3S3SbSc, with properties calculated with ωB97M-V/def2-TZVPD.

Output
**Relative energy (zero: lowest compared OMol25 entry of this formula, charge and spin)**: 2.942 eV
**Spin multiplicity**: 2
**Total charge**: -2
**F_max**: 3.72 eV/A
**HOMO level (alpha / beta)**: -0.2 / -0.1 eV
**⟨S²⟩**: 0.77

Last column: Mulliken spin population.
Geometry (Å):
Sc: 0.8433 0.0417 -0.1951  -0.058
S: 4.3381 -2.4080 1.9288  0.129
Sb: 3.9829 -2.2087 -0.1883  0.066
S: 3.3586 0.1622 -0.1584  0.295
S: 1.5669 -2.3758 -0.2138  0.010
N: -0.8551 1.4010 -0.2111  0.033
C: -2.1389 0.7747 -0.0068  0.003
C: -1.9868 -0.7385 -0.0834  -0.002
O: -3.0118 -1.4223 0.0051  0.000
O: -0.7932 -1.1705 -0.2081  -0.001
H: -0.6126 2.1381 0.4388  -0.012
H: -0.7295 1.9057 -1.0797  -0.004
H: -2.8696 1.0980 -0.7552  0.001
H: -2.5518 1.0169 0.9747  0.001
O: 1.4596 1.7855 -0.2475  0.539

---

[10]
Below is 2 unconnected molecules or ions with the total composition C2H4NO4, with properties calculated with ωB97M-V/def2-TZVPD.

Output
**Relative energy (zero: lowest compared OMol25 entry of this formula, charge and spin)**: 8.556 eV
**Total charge**: -1
**F_max**: 2.55 eV/A
**HOMO level**: -3.3 eV

Last column: natural (NBO) charge in e.
Geometry (Å):
C: -1.2848 1.0789 0.5298  0.155
C: 1.2128 -1.2216 0.0751  0.412
N: 0.0924 -0.6090 -0.2650  -0.411
O: -0.0517 -0.4935 -1.6714  -0.658
O: -1.3856 2.2477 1.3462  -0.334
O: -0.2031 1.4555 1.2851  -0.284
O: 2.1544 -1.6689 -0.5984  -0.797
H: -0.8943 1.2090 -0.5054  0.208
H: -1.8428 0.0678 0.7053  0.193
H: 1.3791 -1.3624 1.2340  0.059
H: 0.8235 -0.7035 -2.1352  0.456

---

[11]
Below is a molecular structure, C2H4NO4P, with properties calculated with ωB97M-V/def2-TZVPD.

Output
**Relative energy (zero: lowest compared OMol25 entry of this formula, charge and spin)**: 0.640 eV
**Total charge**: -2
**F_max**: 4.02 eV/A
**HOMO level**: -0.7 eV

Last column: natural (NBO) charge in e.
Geometry (Å):
C: -1.7515 0.4060 -0.2305  0.580
C: -0.3943 0.0941 0.5173  -0.565
N: -2.3446 -0.7047 -0.5654  -0.914
O: 2.5574 -1.6083 0.3879  -1.161
O: 2.5280 -0.1152 -1.6595  -1.154
O: 2.4199 0.8926 0.6527  -1.158
O: -2.2108 1.6082 -0.3506  -0.834
P: 2.3387 -0.2691 -0.1871  2.417
H: -0.0813 0.9788 1.1816  0.207
H: 0.5918 -0.1608 -0.0239  0.092
H: -0.4068 -0.6744 1.2234  0.200
H: -3.2464 -0.4472 -0.9459  0.292

---

[12]
Below is 2 unconnected molecules or ions with the total composition C2H4NO4S, with properties calculated with ωB97M-V/def2-TZVPD.

Output
**Relative energy (zero: lowest compared OMol25 entry of this formula, charge and spin)**: 3.536 eV
**Total charge**: -1
**F_max**: 5.71 eV/A
**HOMO level**: -5.5 eV

Last column: natural (NBO) charge in e.
Geometry (Å):
C: 1.1816 0.0530 0.3147  -0.151
C: 1.9957 0.3047 -0.9169  -0.039
N: 3.0772 -0.0697 -0.3078  -0.129
O: -1.3714 -1.3195 0.1192  -1.052
O: -3.2164 0.0134 -0.9297  -1.020
O: -1.5505 1.1033 0.5284  -1.017
O: 2.4383 -0.3102 0.9076  -0.383
S: -2.2589 -0.0782 0.1301  2.265
H: 0.7867 0.9844 0.7252  0.219
H: 0.4898 -0.7069 0.1512  0.266
H: 1.6582 0.5307 -1.8777  0.193
H: -3.2302 -0.5051 1.1557  -0.152

---

[13]
Below is C2H4NOP in the gas phase, with properties calculated with ωB97M-V/def2-TZVPD.

Output
**Relative energy (zero: lowest compared OMol25 entry of this formula, charge and spin)**: 3.088 eV
**F_max**: 3.75 eV/A
**HOMO level (alpha / beta)**: -6.4 / -6.6 eV

Last column: natural (NBO) charge in e.
Geometry (Å):
C: 0.9392 0.3243 0.0856  0.249
C: 2.2240 0.5801 -0.0558  -0.470
N: -0.3036 -0.1328 -0.0903  -0.819
O: -2.7698 -0.8056 -0.0699  -1.021
P: -1.8802 0.5399 0.1613  0.718
H: 2.6126 0.9891 -0.9187  0.198
H: 2.8690 0.5795 0.7286  0.207
H: -0.2319 -1.0200 -0.5146  0.430
H: -3.4593 -1.0545 0.6737  0.509

---

[14]
Below is 2 unconnected molecules or ions with the total composition C2H4NOP, with properties calculated with ωB97M-V/def2-TZVPD.

Output
**Relative energy (zero: lowest compared OMol25 entry of this formula, charge and spin)**: 4.887 eV
**F_max**: 1.38 eV/A
**HOMO level (alpha / beta)**: -8.4 / -9.6 eV

Last column: natural (NBO) charge in e.
Geometry (Å):
C: -0.3407 0.8228 -0.8505  -0.077
C: 0.1088 -0.0313 0.1976  -0.570
N: 0.5657 1.3800 -1.5611  -0.041
O: 1.8237 1.0371 -1.1560  -0.588
P: 1.9006 0.0165 0.1809  0.883
H: -1.3692 1.0216 -1.0880  0.226
H: -0.5160 -0.4305 0.9743  0.248
H: -0.2710 -1.9915 -0.7065  -0.014
H: 1.9996 1.0681 1.1426  -0.067

---

[15]
Below is 2 unconnected molecules or ions with the total composition C2H4NOP, with properties calculated with ωB97M-V/def2-TZVPD.

Output
**Relative energy (zero: lowest compared OMol25 entry of this formula, charge and spin)**: 3.412 eV
**F_max**: 3.11 eV/A
**HOMO level (alpha / beta)**: -9.4 / -9.4 eV

Last column: natural (NBO) charge in e.
Geometry (Å):
C: -2.5525 -0.3490 -0.2747  -0.100
C: 0.9192 -0.6898 0.4427  -1.054
N: -3.2389 -1.2303 -0.0046  -0.574
O: 0.6034 1.5768 -0.9245  -0.969
P: 0.1819 1.0314 0.5468  1.338
H: 1.9976 -0.5070 0.7038  0.256
H: 0.9239 -1.0119 -0.7134  0.290
H: 0.1634 -1.2743 1.1219  0.294
H: 1.0020 2.4542 -0.8980  0.519

---

[16]
Below is C2H4NP in the gas phase, with properties calculated with ωB97M-V/def2-TZVPD.

Output
**Structure (SMILES)**: CC1=[PH]=N1
**Relative energy (zero: lowest compared OMol25 entry of this formula, charge and spin)**: 1.739 eV
**F_max**: 5.75 eV/A
**HOMO level**: -9.1 eV

Last column: natural (NBO) charge in e.
Geometry (Å):
C: 1.1273 -0.4443 -0.0910  0.049
C: -0.6065 -0.2592 -0.4678  -0.576
N: 1.9394 -0.9530 0.6892  -0.546
P: 2.7270 0.3006 -0.3403  0.481
H: -0.8087 0.7056 -0.1993  0.218
H: -0.9503 -1.0503 0.1436  0.232
H: -0.6974 -0.2159 -1.5375  0.230
H: 2.5624 1.4462 0.5960  -0.089

---

[17]
Below is C2H4NP in the gas phase, with properties calculated with ωB97M-V/def2-TZVPD.

Output
**Structure (SMILES)**: PC1=NC1
**Relative energy (zero: lowest compared OMol25 entry of this formula, charge and spin)**: 1.990 eV
**F_max**: 2.38 eV/A
**HOMO level**: -9.6 eV

Last column: natural (NBO) charge in e.
Geometry (Å):
C: 0.1049 0.1357 0.1252  -0.041
C: 0.7149 -1.1620 0.3133  -0.308
N: 1.1506 -0.0827 -0.5798  -0.323
P: -1.0940 1.5113 0.3564  0.317
H: 1.5303 -1.4052 0.9875  0.182
H: 0.1610 -1.9608 -0.0520  0.169
H: -2.1840 0.9603 -0.4603  0.008
H: -0.3836 2.0034 -0.6903  -0.004

---

[18]
Below is C2H4NP in the gas phase, with properties calculated with ωB97M-V/def2-TZVPD.

Output
**Structure (SMILES)**: [H]/N=C1/CP1
**Relative energy (zero: lowest compared OMol25 entry of this formula, charge and spin)**: 2.380 eV
**F_max**: 8.24 eV/A
**HOMO level**: -9.0 eV

Last column: natural (NBO) charge in e.
Geometry (Å):
C: -0.2018 0.4896 0.1852  0.046
C: 0.7872 -0.1514 -0.6276  -0.664
N: -1.4708 1.0670 -0.1645  -0.605
P: 0.7586 -0.6403 1.2837  0.369
H: 0.4385 -0.8482 -1.3760  0.253
H: 1.6132 0.4415 -0.9732  0.249
H: -2.0043 1.6001 0.5453  0.355
H: 0.0794 -1.9583 1.1270  -0.002

---

[19]
Below is C2H4NP in the gas phase, with properties calculated with ωB97M-V/def2-TZVPD.

Output
**Structure (SMILES)**: N#CCP
**Relative energy (zero: lowest compared OMol25 entry of this formula, charge and spin)**: 0.858 eV
**F_max**: 3.93 eV/A
**HOMO level**: -10.9 eV

Last column: natural (NBO) charge in e.
Geometry (Å):
C: 2.2237 0.1935 0.2185  0.267
C: 0.8841 0.1700 -0.3585  -0.778
N: 3.3744 0.3741 0.3170  -0.311
P: -1.0935 0.1112 0.0438  0.339
H: 0.8361 1.0618 -0.9983  0.258
H: 0.8714 -0.6670 -1.1977  0.261
H: -1.0224 0.9402 1.2133  -0.012
H: -1.0304 -0.8939 0.9806  -0.024

---

[20]
Below is C2H4NP in the gas phase, with properties calculated with ωB97M-V/def2-TZVPD.

Output
**Structure (SMILES)**: C=NC#[PH2]
**Relative energy (zero: lowest compared OMol25 entry of this formula, charge and spin)**: 2.441 eV
**F_max**: 4.52 eV/A
**HOMO level**: -7.8 eV

Last column: natural (NBO) charge in e.
Geometry (Å):
C: -0.1054 -0.0678 -0.9487  -0.108
C: 1.1707 -0.8598 1.0025  -0.250
N: 0.3883 -0.5450 0.0905  -0.312
P: -1.6966 0.6813 -1.3920  0.327
H: 2.0274 -0.2865 1.4274  0.199
H: 1.1244 -1.9042 1.3820  0.184
H: -0.8779 1.8980 -1.4094  0.019
H: -2.0310 1.0839 -0.1522  -0.059